Entry 1:
{"formula": "C26H68F3N6O11S10", "method": "ωB97M-V/def2-TZVPD", "elements": ["N", "C", "C", "C", "C", "N", "N", "C", "N", "C", "C", "C", "C", "S", "N", "S", "O", "O", "C", "F", "F", "F", "N", "O", "H", "H", "H", "H", "H", "H", "H", "H", "H", "H", "H", "H", "H", "H", "H", "H", "H", "H", "H", "H", "C", "S", "O", "C", "H", "H", "H", "H", "H", "H", "C", "S", "O", "C", "H", "H", "H", "H", "H", "H", "C", "S", "O", "C", "H", "H", "H", "H", "H", "H", "C", "S", "O", "C", "H", "H", "H", "H", "H", "H", "C", "S", "O", "C", "H", "H", "H", "H", "H", "H", "C", "S", "O", "C", "H", "H", "H", "H", "H", "H", "C", "S", "O", "C", "H", "H", "H", "H", "H", "H", "C", "S", "O", "C", "H", "H", "H", "H", "H", "H"], "coordinates": [[1.20612, -5.96009, -0.52280], [0.63267, -5.50098, -1.80212], [-0.28005, -4.29207, -1.58640], [0.51595, -2.99706, -1.31537], [0.38552, -1.93080, -2.42491], [-0.18264, -0.66074, -1.93261], [-1.52317, -0.42119, -2.22509], [0.59440, 0.15137, -1.25877], [1.90851, -0.09596, -1.05271], [2.42476, 0.91651, -0.42464], [3.87950, 1.01582, -0.16575], [4.49295, 1.86971, -1.30912], [5.90141, 2.39448, -0.99461], [6.05933, 4.20897, -1.06325], [1.45211, 1.85268, -0.12806], [1.60714, 3.28881, 0.73244], [2.97415, 3.39225, 1.07452], [0.56355, 3.36939, 1.68192], [1.31201, 4.60891, -0.53987], [2.33290, 4.63207, -1.37528], [0.20388, 4.39316, -1.23666], [1.22618, 5.74835, 0.08916], [0.27130, 1.32364, -0.67588], [-0.90472, 1.97000, -0.53773], [0.99186, -6.94157, -0.37937], [2.21176, -5.87049, -0.52082], [0.06915, -6.30763, -2.26902], [1.44119, -5.23202, -2.48881], [-0.94893, -4.17154, -2.43918], [-0.85726, -4.52017, -0.69086], [0.16748, -2.55645, -0.37868], [1.57099, -3.22555, -1.16490], [-0.28580, -2.29995, -3.19275], [1.35113, -1.73119, -2.88467], [-1.66552, 0.44222, -2.72616], [-2.15417, -0.54721, -1.44411], [4.13063, 1.41799, 0.80954], [4.23221, -0.00946, -0.26007], [4.52015, 1.24419, -2.19789], [3.81038, 2.69101, -1.51122], [6.60679, 2.00571, -1.72517], [6.23187, 2.08754, -0.00509], [5.22837, 4.37420, -2.09417], [-1.02554, 2.49359, -1.34516], [-1.36179, 2.64150, 4.45200], [-0.42351, 3.16497, 5.89037], [-0.98287, 2.42423, 7.04970], [-1.07348, 4.83218, 5.97357], [-1.11036, 1.59269, 4.29853], [-2.42673, 2.75225, 4.65329], [-1.08116, 3.22846, 3.58511], [-2.15755, 4.79506, 6.07056], [-0.79504, 5.37247, 5.07037], [-0.63267, 5.30277, 6.85020], [2.87185, -8.56013, 1.69202], [1.49384, -9.70589, 1.56128], [0.58546, -9.14195, 0.51951], [0.76653, -9.32929, 3.15206], [3.43645, -8.61422, 0.76328], [2.48396, -7.55135, 1.83879], [3.50842, -8.85377, 2.52626], [0.52203, -8.26923, 3.20337], [1.46399, -9.60208, 3.94349], [-0.14078, -9.91287, 3.25808], [2.06528, 2.01637, -6.29311], [3.07510, 2.41442, -4.86838], [2.43816, 1.71917, -3.70247], [2.58375, 4.13592, -4.76518], [2.19895, 0.95809, -6.50604], [1.02069, 2.22404, -6.06239], [2.39763, 2.60664, -7.14642], [1.50145, 4.19687, -4.64801], [2.90256, 4.65543, -5.66817], [3.07910, 4.57392, -3.90257], [2.79169, 8.68833, 0.58977], [1.81135, 10.19596, 0.61174], [2.74576, 11.32150, 0.39032], [1.44731, 10.15143, 2.37154], [3.16656, 8.55118, -0.42261], [3.62777, 8.78378, 1.28222], [2.15749, 7.84936, 0.86945], [2.38050, 10.15296, 2.93405], [0.86051, 9.26082, 2.59995], [0.87153, 11.04336, 2.60826], [-3.68444, 0.09549, 1.18235], [-3.53773, -1.66640, 0.85130], [-4.01591, -1.85726, -0.54527], [-4.84233, -2.14007, 1.98502], [-2.97412, 0.62340, 0.54674], [-4.69926, 0.41974, 0.95260], [-3.44813, 0.28911, 2.22667], [-5.76814, -1.64362, 1.69592], [-4.55125, -1.86302, 2.99760], [-4.96214, -3.21917, 1.91887], [-2.99406, 5.41894, 0.37729], [-1.97749, 5.94649, 1.76276], [-2.48333, 5.24362, 2.97061], [-2.60559, 7.62500, 1.83334], [-2.78708, 4.36373, 0.20438], [-4.04636, 5.55114, 0.62720], [-2.73258, 6.00135, -0.50667], [-3.68467, 7.60034, 1.98184], [-2.35322, 8.14629, 0.90970], [-2.12776, 8.11876, 2.67678], [-1.99248, -3.42346, -7.81275], [-1.07462, -3.29089, -6.27662], [-1.73734, -4.15360, -5.26859], [-1.58196, -1.59813, -5.92491], [-1.84964, -4.43233, -8.19302], [-3.05004, -3.24524, -7.61955], [-1.60174, -2.70119, -8.52904], [-2.66902, -1.55403, -5.85802], [-1.21619, -0.94172, -6.71511], [-1.14413, -1.30787, -4.97280], [-3.82713, -8.66190, 6.16873], [-2.65111, -9.92852, 5.68606], [-1.41639, -9.21991, 5.25069], [-3.50797, -10.43048, 4.19037], [-3.44538, -8.18715, 7.06971], [-3.91436, -7.92769, 5.36813], [-4.79141, -9.12479, 6.37721], [-3.61704, -9.57086, 3.52934], [-4.48138, -10.84389, 4.45316], [-2.90530, -11.19602, 3.70639]], "forces_ev_per_a": [[-0.09, -0.01, -0.21], [0.17, 0.07, 0.20], [0.43, -0.11, 0.22], [-0.26, 0.08, -0.05], [0.29, -0.66, 0.15], [-0.06, -0.13, -0.30], [-0.03, 0.15, -0.10], [-0.18, -0.07, 0.09], [0.20, -0.14, -0.11], [-0.16, -0.20, 0.11], [0.18, 0.03, -0.45], [0.09, -0.10, 0.40], [-0.02, 0.03, -0.42], [-0.09, 0.02, 0.36], [0.35, 0.07, -0.30], [-0.17, 0.35, 0.68], [0.06, -0.13, -0.11], [-0.28, -0.06, -0.28], [0.43, -0.38, -0.19], [0.18, -0.02, -0.18], [-0.44, -0.11, -0.14], [-0.12, 0.41, 0.32], [0.13, 0.25, 0.08], [-0.10, -0.14, 0.09], [0.00, -0.02, 0.18], [0.04, -0.06, -0.02], [-0.04, -0.01, -0.02], [-0.08, -0.01, -0.17], [-0.10, 0.03, 0.02], [-0.27, -0.02, -0.16], [0.05, 0.05, 0.03], [0.02, -0.03, 0.05], [-0.19, 0.23, -0.02], [-0.01, 0.18, 0.01], [0.01, 0.02, 0.00], [-0.09, -0.19, 0.03], [-0.14, 0.01, 0.03], [0.11, 0.00, 0.21], [-0.11, 0.09, -0.10], [0.11, 0.09, -0.12], [0.04, -0.19, 0.13], [0.07, 0.07, 0.05], [0.01, 0.02, -0.19], [0.03, 0.13, 0.00], [-0.04, -0.15, 0.04], [0.05, -0.03, 0.01], [0.00, -0.03, 0.02], [-0.03, 0.09, 0.01], [-0.02, -0.02, 0.01], [0.01, 0.01, 0.04], [0.01, 0.11, -0.05], [-0.01, -0.02, 0.00], [-0.02, 0.00, -0.03], [0.01, -0.02, 0.01], [0.06, 0.04, 0.04], [0.01, 0.01, -0.05], [0.02, 0.11, -0.05], [0.08, 0.06, -0.02], [-0.01, -0.03, -0.01], [-0.03, -0.02, 0.00], [0.01, 0.00, 0.00], [-0.01, 0.00, -0.02], [-0.01, -0.02, 0.01], [-0.04, -0.02, 0.00], [0.02, -0.05, -0.10], [-0.16, -0.08, 0.09], [-0.18, 0.11, 0.08], [0.01, 0.07, -0.02], [0.02, -0.01, 0.01], [0.01, 0.01, 0.04], [0.01, -0.02, -0.01], [0.00, -0.03, 0.00], [0.01, 0.01, 0.00], [0.03, 0.01, 0.03], [0.06, -0.05, 0.04], [-0.07, -0.04, -0.02], [0.05, 0.05, -0.02], [-0.01, -0.02, 0.07], [-0.02, 0.03, -0.01], [0.00, 0.05, -0.01], [0.00, -0.01, 0.02], [0.01, 0.02, -0.02], [0.00, 0.00, 0.00], [0.00, 0.01, -0.02], [0.03, 0.09, 0.03], [0.13, 0.18, 0.23], [0.07, 0.12, -0.08], [-0.14, -0.18, -0.10], [0.02, -0.02, 0.02], [0.00, -0.03, -0.03], [0.03, 0.04, 0.06], [0.00, 0.00, -0.02], [0.03, -0.01, -0.01], [0.00, -0.01, 0.00], [-0.06, -0.02, -0.05], [0.06, 0.08, 0.01], [0.01, -0.02, -0.08], [-0.03, 0.06, -0.03], [0.01, -0.01, 0.04], [0.00, -0.01, 0.02], [0.00, 0.00, 0.00], [0.00, -0.02, 0.02], [0.01, 0.01, 0.00], [0.01, -0.02, 0.01], [-0.10, -0.08, -0.03], [0.16, 0.13, -0.02], [-0.03, 0.03, 0.05], [-0.04, 0.08, -0.05], [0.01, -0.01, 0.00], [0.00, -0.02, 0.02], [0.02, -0.01, 0.00], [0.00, -0.03, 0.02], [0.00, 0.00, -0.01], [-0.01, -0.02, 0.02], [-0.07, 0.04, 0.00], [0.02, -0.04, 0.04], [-0.03, 0.02, 0.00], [-0.06, 0.00, -0.05], [0.02, -0.01, 0.01], [0.03, -0.01, -0.01], [0.00, 0.00, 0.01], [0.03, 0.01, 0.01], [0.00, -0.02, 0.00], [0.02, -0.01, 0.02]], "spin_multiplicity": 1, "energy_ev": -176016.1572, "max_force_ev_per_a": 0.8, "charge": 1, "homo_lumo_gap_ev": 6.9}



Entry 2:
{"formula": "C26H69N5O8", "method": "ωB97M-V/def2-TZVPD", "elements": ["C", "O", "C", "C", "C", "N", "H", "H", "H", "H", "H", "H", "H", "H", "H", "H", "H", "C", "O", "C", "C", "C", "N", "H", "H", "H", "H", "H", "H", "H", "H", "H", "H", "H", "C", "O", "C", "C", "C", "N", "H", "H", "H", "H", "H", "H", "H", "H", "H", "H", "H", "C", "O", "C", "C", "N", "C", "C", "O", "C", "H", "H", "H", "H", "H", "H", "H", "H", "H", "H", "H", "H", "H", "H", "H", "C", "O", "C", "C", "N", "C", "C", "O", "C", "H", "H", "H", "H", "H", "H", "H", "H", "H", "H", "H", "H", "H", "H", "H", "C", "C", "O", "H", "H", "H", "H", "H", "H"], "coordinates": [[0.38036, 1.04878, -3.71323], [1.41481, 0.05453, -3.98174], [2.75830, 0.47878, -3.76070], [3.59537, -0.66070, -3.26688], [3.34997, -0.99031, -1.84854], [4.98503, -0.32190, -3.37970], [-0.61421, 0.67735, -3.96020], [0.45312, 2.02110, -4.20046], [0.30647, 1.17631, -2.63324], [3.12540, 0.83376, -4.72369], [2.74993, 1.37236, -3.13657], [3.46840, -1.40461, -4.05337], [3.98895, -1.78819, -1.47016], [2.29108, -1.23917, -1.91901], [3.37484, -0.20856, -1.08936], [5.56708, -0.93380, -2.82572], [5.23026, -0.39880, -4.35645], [3.23823, -5.01547, -4.55006], [2.07637, -4.24818, -4.15891], [1.84642, -3.97103, -2.78820], [0.89408, -2.82408, -2.61983], [0.41543, -2.38204, -1.16608], [-0.30354, -3.31193, -3.42326], [4.09466, -4.54402, -4.06802], [3.53907, -5.06287, -5.59665], [3.30746, -6.02968, -4.15677], [1.44456, -4.81928, -2.23405], [2.84672, -3.77170, -2.40379], [1.28848, -1.96890, -3.16866], [0.31509, -3.25801, -0.52522], [-0.57182, -1.92031, -1.18139], [1.17861, -1.70688, -0.77904], [0.06775, -3.79931, -4.22620], [-0.75853, -2.43911, -3.64966], [-3.92416, -1.33523, -1.06027], [-4.51644, -0.15661, -0.56525], [-4.95042, -0.06607, 0.76640], [-3.82519, -0.31356, 1.74155], [-4.45699, -0.14144, 3.10185], [-2.77400, 0.64319, 1.51713], [-4.69578, -2.09316, -0.92521], [-3.07248, -1.61960, -0.44231], [-3.42447, -1.28285, -2.02757], [-5.32304, 0.92279, 1.03364], [-5.70236, -0.79985, 1.05668], [-3.51756, -1.34116, 1.54791], [-5.08421, 0.74836, 3.15612], [-3.62576, -0.00355, 3.79334], [-4.87575, -1.01893, 3.59455], [-3.04073, 1.61410, 1.43781], [-2.58136, 0.54226, 0.53082], [1.82744, 1.71021, 1.31203], [2.68585, 0.76604, 1.96164], [2.42945, 0.66095, 3.38400], [3.19001, -0.54425, 4.01819], [3.18012, -0.22217, 5.48989], [1.89178, -0.66543, 6.11459], [1.53214, 0.14286, 7.37766], [1.19901, 1.44329, 6.98130], [1.13353, 2.38322, 8.02458], [2.00704, 1.86511, 0.24815], [1.52392, 2.65440, 1.76421], [0.87331, 1.18632, 1.25486], [1.40252, 0.45555, 3.68619], [2.65493, 1.63385, 3.82073], [4.25333, -0.53983, 3.77854], [2.71607, -1.47986, 3.72137], [3.12166, 0.78301, 5.56919], [1.84563, -1.73697, 6.30893], [1.13431, -0.80397, 5.34314], [2.37073, 0.23927, 8.06728], [0.63009, -0.19246, 7.88947], [0.64159, 3.30191, 7.70505], [2.09738, 2.48763, 8.52277], [0.54851, 1.89973, 8.80695], [-3.86802, 1.37710, -4.95815], [-2.96379, 0.40882, -4.42323], [-2.22242, 0.86534, -3.29703], [-3.04489, 1.19481, -2.06790], [-2.22774, 1.44046, -0.89424], [-1.29547, 2.59243, -1.01744], [-0.39307, 2.91556, 0.20273], [-1.16286, 3.76464, 1.06552], [-0.35015, 4.07509, 2.18147], [-4.37309, 1.00028, -5.84754], [-3.36724, 2.30981, -5.21768], [-4.70760, 1.52525, -4.27899], [-1.55782, 1.66269, -3.62966], [-1.50474, 0.07723, -3.06915], [-3.67124, 0.30793, -1.97177], [-3.70223, 2.05455, -2.19771], [-2.81180, 1.62278, -0.09066], [-1.90230, 3.43010, -1.36119], [-0.70512, 2.38053, -1.90889], [0.57961, 3.32403, -0.07140], [-0.12411, 2.00412, 0.73662], [0.03314, 3.25403, 2.78731], [-1.02052, 4.57249, 2.88240], [0.48396, 4.74849, 1.98422], [0.00524, -0.16151, -0.79153], [-0.67770, -0.81250, 0.39479], [-0.11487, -0.27905, 1.52589], [0.91390, -0.65699, -1.13349], [0.18281, 0.91173, -0.72280], [-0.60979, -0.18692, -1.69107], [-0.33340, -1.84670, 0.39213], [-1.76300, -0.81153, 0.49587], [-0.56800, 0.56411, 1.59907]], "forces_ev_per_a": [[1.46, -1.37, -0.21], [-1.06, 0.91, 0.07], [-1.02, 1.25, -0.70], [1.38, 0.87, -0.58], [-1.77, -0.80, 0.50], [1.17, 1.17, -0.56], [2.87, -0.65, -1.34], [0.74, 0.09, -0.29], [0.48, 0.29, -0.29], [0.40, -0.05, -0.23], [0.26, -0.10, 0.58], [-1.05, -1.10, 0.76], [-0.33, -0.32, -0.13], [0.77, -0.60, 0.72], [0.48, 0.63, -0.55], [0.01, -0.06, -0.16], [0.63, 0.07, 0.03], [0.67, 0.69, 2.00], [-0.21, -0.78, -1.99], [1.90, -0.43, 0.94], [-1.94, -0.42, -0.88], [1.64, -5.13, -2.79], [0.40, 0.77, 1.80], [0.34, 0.29, 0.12], [-1.19, 0.48, -0.23], [-0.79, -0.26, 0.05], [-0.07, -0.44, -0.18], [0.07, 0.27, 0.67], [0.01, 0.00, 0.19], [0.12, -0.53, -0.22], [0.75, -1.25, -1.27], [-0.24, -2.91, 0.70], [-0.28, 0.42, -0.43], [-0.46, -0.28, -0.81], [-0.15, -1.58, 2.29], [-1.00, 1.13, -0.10], [0.38, -1.32, 0.59], [-1.77, 0.65, 0.38], [1.49, -0.41, 1.52], [0.68, -0.26, 0.27], [0.27, -0.57, -0.75], [-0.10, -0.27, 0.26], [-1.05, 0.21, -0.31], [-0.20, 0.20, -0.92], [-0.60, -0.19, -0.56], [0.69, 0.07, 0.47], [-0.19, -0.19, 0.05], [0.19, 0.59, 0.10], [-0.79, -0.07, -0.73], [-1.01, 0.41, 1.52], [0.85, -1.20, 0.60], [-1.07, -1.73, 0.20], [-0.10, 0.87, 0.52], [0.45, -0.79, -1.09], [0.57, 2.64, 0.73], [-1.57, -1.51, 0.38], [0.32, -0.77, -0.01], [-0.37, 0.21, -0.94], [0.17, 1.53, -1.59], [-0.29, -1.48, 0.74], [1.17, -0.08, 0.16], [1.41, 0.06, 0.60], [1.34, 0.09, 0.34], [-0.56, 0.22, -0.80], [0.55, -0.02, 0.30], [-0.15, -0.19, -0.58], [0.06, -0.01, 0.41], [0.29, 0.21, -0.09], [1.21, -0.30, 1.01], [-0.88, 1.53, -0.05], [0.27, -0.63, 0.12], [0.17, -0.91, 0.23], [0.39, -0.12, -0.10], [0.40, 0.64, -0.34], [-0.63, 0.33, 0.37], [-0.34, -0.47, 0.28], [-0.36, 0.18, 0.00], [-1.17, 0.67, 0.00], [-0.08, 0.35, -1.12], [0.80, 0.74, 0.04], [-0.21, -0.34, -1.00], [-2.40, -0.33, -0.85], [1.58, -0.51, -0.01], [-1.23, 0.93, 1.39], [0.58, -0.38, -0.17], [0.05, 0.14, 0.17], [0.15, 0.45, 0.34], [-1.20, 0.86, 0.25], [-1.28, -0.46, 0.38], [0.63, 1.77, -0.33], [-0.24, 0.18, -0.58], [-0.42, 1.06, -1.61], [0.13, 0.77, 0.48], [0.30, 0.18, 0.45], [-0.23, 0.67, -0.34], [-1.03, 0.73, -0.46], [-0.12, -0.59, -0.48], [0.04, 0.36, -0.03], [0.05, 0.05, -0.48], [-0.90, 3.24, -1.67], [1.45, -0.99, 0.14], [-0.16, 0.18, 1.96], [-0.80, 3.09, 0.50], [-0.02, -0.43, 0.62], [0.03, -0.23, 0.42], [-0.71, 0.59, 1.07], [0.72, -0.18, -0.81], [-0.59, -0.05, 0.97]], "spin_multiplicity": 1, "energy_ev": -51894.3893, "max_force_ev_per_a": 6.1, "charge": 0, "smiles": "COC[C@H](C)N.COC[C@H](C)N.COC[C@H](C)N.COCCNCCOC.COCCNCCOC.CCO", "e_above_lowest_kcal_mol": 241.1, "homo_lumo_gap_ev": 9.3}



no.,HOMO energy (hartree)
1,-0.3668
2,-0.3158